No. 1
{"formula": "C27H35EuN5O2P2", "method": "ωB97M-V with the def2-TZVPD basis set", "lumo_ev": [-0.65, -0.60], "homo_ev": [-6.6468, -6.6476], "s_squared": 15.76, "total_energy_ev": -78012.02398, "spin_multiplicity": 8, "orbital_gap_ev": [5.998, 6.048], "species": ["H", "H", "C", "H", "C", "H", "N", "C", "H", "P", "H", "N", "C", "H", "C", "O", "H", "H", "H", "C", "C", "H", "H", "C", "H", "C", "H", "H", "H", "C", "H", "C", "C", "C", "C", "C", "C", "H", "H", "C", "H", "N", "H", "C", "H", "C", "H", "H", "H", "C", "H", "H", "N", "H", "C", "H", "H", "H", "C", "P", "H", "Eu", "C", "N", "C", "C", "H", "C", "C", "H", "H", "O"], "coordinates": [[5.95, -2.76, 1.76], [-3.39, -1.47, 1.18], [-1.05, 2.34, -4.48], [-5.40, -0.46, -0.41], [4.91, -2.64, 2.02], [0.10, 2.13, 1.12], [-1.48, 1.62, 3.41], [1.98, 0.76, -4.44], [-3.05, 0.68, 4.57], [1.21, -1.48, 1.40], [2.12, 0.58, 0.45], [1.00, -2.08, -0.21], [-3.32, 1.81, 0.86], [-3.59, -1.38, 3.86], [0.49, 1.50, -6.38], [0.38, -5.60, 5.14], [1.02, 2.44, -6.57], [3.30, 2.42, -4.05], [4.86, -3.10, 4.23], [-3.60, -0.45, 0.88], [-0.83, 3.15, 4.96], [-0.38, -3.71, 0.23], [-1.50, 0.84, -5.90], [1.39, 0.35, 1.25], [1.45, 3.55, -5.21], [-0.94, 1.78, -5.87], [2.26, 1.95, -2.72], [1.81, 0.64, 2.24], [2.17, -2.55, 3.96], [-4.62, 0.09, 0.10], [-0.38, 0.81, 0.00], [0.00, 1.03, 1.02], [2.97, -2.53, 3.23], [3.89, -2.25, 1.16], [1.01, -2.26, -2.46], [-2.93, -2.11, 4.34], [4.32, -2.81, 3.33], [1.17, -0.50, -5.93], [-0.35, 3.40, -2.80], [1.49, -1.52, -1.39], [-1.44, 2.44, -6.61], [-0.02, -4.61, 4.49], [2.11, -0.64, -1.33], [0.14, -3.15, -0.55], [-0.30, 3.97, 5.44], [-2.32, 1.47, 4.54], [2.53, -0.07, -3.97], [3.88, -2.01, 0.11], [-2.08, 2.28, -4.09], [-4.44, 1.52, 0.07], [-5.05, 2.23, -0.47], [1.26, -2.10, -3.50], [2.70, -2.18, 1.88], [0.37, 1.00, -7.36], [-1.95, 2.42, 5.49], [-3.05, -3.18, 4.14], [-2.42, 2.59, 6.45], [0.25, 2.83, 3.01], [1.24, 0.52, -5.52], [-1.28, 0.34, 2.20], [-0.32, -4.06, -2.51], [-0.97, -2.41, 2.85], [2.28, 2.09, -3.81], [-2.80, 0.61, 1.35], [-0.54, 2.61, 3.71], [-0.11, 2.96, -3.77], [-2.83, 2.74, 1.09], [0.17, -3.30, -1.92], [1.32, 3.24, -4.16], [1.63, 4.09, -3.54], [-2.35, -1.83, 5.22], [-0.05, -4.60, 3.19]]}

***

No. 2
{"formula": "C27H35N2O2S", "method": "ωB97M-V with the def2-TZVPD basis set", "lumo_ev": -4.51, "homo_ev": -10.2751, "total_energy_ev": -46468.75595, "charge": 1, "spin_multiplicity": 1, "orbital_gap_ev": 5.766, "species": ["H", "C", "H", "H", "C", "H", "C", "C", "H", "H", "C", "H", "C", "C", "H", "C", "H", "C", "O", "H", "H", "C", "O", "C", "H", "H", "H", "H", "C", "S", "C", "C", "C", "C", "H", "H", "C", "C", "C", "C", "H", "H", "H", "H", "H", "H", "H", "H", "C", "H", "H", "C", "C", "C", "N", "H", "H", "C", "H", "H", "C", "H", "N", "H", "H", "C", "H"], "coordinates": [[-5.32, -1.48, 0.07], [2.66, 3.62, 3.82], [0.78, 6.70, 2.74], [-1.43, 2.08, -2.55], [-3.77, -0.36, -2.74], [3.13, 2.78, 3.31], [3.32, -1.32, 3.40], [-0.01, -1.74, -2.25], [0.00, 3.30, 2.46], [3.16, -1.51, 5.55], [-2.79, 0.45, -2.16], [0.10, -3.63, 0.45], [-1.12, -3.37, -3.84], [-0.78, -2.28, -1.00], [2.07, 6.52, 3.99], [-2.75, 0.59, -0.77], [-3.82, -0.44, -3.83], [1.17, 0.00, -0.18], [-1.79, -0.97, -5.23], [-1.77, -3.81, -3.08], [-3.57, -0.04, 1.12], [1.37, -2.46, -2.29], [2.99, 5.17, 1.67], [2.75, -0.81, 2.24], [-1.85, -2.39, -1.25], [0.04, 0.75, 3.62], [0.26, 1.58, -1.36], [-2.02, 1.27, -0.32], [-0.65, 0.30, -3.46], [1.92, 4.64, 2.52], [-1.82, 1.19, -3.05], [-4.61, -0.94, -0.55], [-1.13, -0.94, -4.19], [0.73, 3.78, 1.81], [0.49, 5.68, 4.19], [0.07, 0.83, -4.11], [-3.64, -0.13, 0.03], [2.71, -1.10, 4.64], [0.96, 0.17, 3.57], [1.22, -3.70, -1.43], [0.18, 1.25, 1.23], [1.89, 3.26, 4.51], [3.24, -0.95, 1.27], [-1.66, -3.32, -4.79], [-2.32, 1.49, -3.98], [1.90, -0.79, -0.34], [1.61, -2.70, -3.33], [2.07, -3.81, -0.74], [1.53, -0.36, 4.72], [1.05, -0.19, 5.69], [3.40, 4.24, 4.35], [0.49, 0.51, -1.30], [0.93, 0.46, 1.10], [-4.68, -1.05, -1.95], [-0.73, -2.03, -3.47], [-0.76, -4.45, -0.86], [-0.71, -1.55, -0.19], [1.24, 6.03, 3.47], [1.21, -4.60, -2.05], [0.63, 3.83, 0.73], [-0.10, -3.60, -0.63], [-0.23, -4.00, -3.96], [0.05, -0.26, -2.31], [2.15, -1.78, -1.92], [-5.45, -1.67, -2.42], [1.55, -0.06, 2.29], [4.25, -1.90, 3.34]]}

***

No. 3
{"formula": "C27H35N5O2P2Pt", "method": "ωB97M-V with the def2-TZVPD basis set", "lumo_ev": [0.25, -0.75], "homo_ev": [-6.4659, -8.6454], "s_squared": 2.01, "total_energy_ev": -61931.54250, "spin_multiplicity": 3, "orbital_gap_ev": [6.712, 7.892], "species": ["H", "C", "H", "H", "H", "N", "C", "C", "C", "H", "C", "C", "H", "H", "C", "C", "H", "N", "C", "H", "H", "C", "H", "C", "H", "H", "C", "H", "C", "H", "C", "H", "N", "P", "C", "H", "P", "H", "C", "C", "H", "O", "H", "H", "H", "H", "O", "C", "H", "H", "H", "C", "C", "N", "C", "C", "H", "H", "C", "H", "C", "C", "H", "C", "H", "Pt", "H", "C", "H", "H", "N", "H"], "coordinates": [[2.36, -3.29, 0.81], [3.71, 0.78, 0.40], [-0.10, 0.10, -6.33], [-2.90, 0.48, -3.57], [1.74, 0.02, -3.94], [-2.07, 0.53, 0.92], [-1.09, 2.37, -5.91], [1.00, 0.58, -4.53], [-2.86, -2.36, 3.47], [0.83, -0.16, -0.37], [-1.31, -0.54, -4.65], [0.28, 2.87, -5.41], [3.51, 4.02, 1.12], [1.57, -0.36, 5.42], [-4.59, -2.88, 2.10], [0.06, -0.29, -5.31], [0.54, -1.28, -5.44], [2.69, 0.82, 1.35], [1.42, 0.54, 4.80], [-0.36, -2.72, 0.99], [-2.98, 3.66, 0.40], [4.37, -2.84, 3.44], [0.14, 3.80, -4.83], [3.92, -3.69, 2.37], [1.86, 2.41, -3.99], [-2.78, 2.66, -4.55], [-2.28, 1.83, 1.41], [0.86, 1.29, 5.37], [2.97, -2.99, 1.65], [0.87, 3.17, -6.30], [-3.80, -1.94, 1.45], [-1.89, -1.18, -5.33], [-1.33, -0.18, 5.61], [1.69, -0.49, 1.79], [-3.99, -3.14, 3.37], [2.38, 0.93, 4.46], [-1.34, -0.76, 1.79], [-3.09, 2.07, -1.81], [-2.73, 2.62, 0.36], [-2.03, 1.91, -4.83], [-2.33, -0.40, -1.01], [-1.42, 0.42, 4.41], [1.76, 2.41, 2.47], [4.25, -4.70, 2.16], [-3.92, -1.46, 0.49], [1.60, -1.76, -0.27], [-2.34, -0.09, 6.28], [3.67, -1.65, 3.34], [3.67, -0.78, 3.98], [-2.16, -2.22, 4.28], [-2.09, 2.06, 2.44], [0.93, -1.06, 0.26], [4.17, 2.08, 0.19], [-2.72, -1.61, 2.29], [2.51, 2.16, 1.74], [-2.80, 1.79, -0.81], [4.94, 2.37, -0.50], [-1.17, -1.13, -3.73], [3.41, 2.95, 1.04], [-5.49, -3.33, 1.69], [-2.42, 0.51, -0.43], [-0.45, -1.72, 0.54], [-0.93, 1.60, -6.67], [-2.10, 0.69, -4.29], [-1.57, 3.22, -6.44], [0.14, -0.01, 3.26], [4.01, -0.15, -0.05], [1.07, 1.92, -4.56], [5.10, -3.09, 4.19], [-1.03, -1.83, -0.38], [2.81, -1.72, 2.22], [-4.36, -3.83, 4.13]]}

***

No. 4
{"formula": "C27H35N5O3P2Ti", "method": "ωB97M-V with the def2-TZVPD basis set", "lumo_ev": [-0.39, -0.71], "homo_ev": [-6.8179, -8.5372], "s_squared": 2.01, "total_energy_ev": -83843.90391, "spin_multiplicity": 3, "orbital_gap_ev": [6.430, 7.830], "species": ["O", "C", "C", "C", "H", "C", "H", "C", "C", "C", "C", "H", "C", "H", "H", "H", "N", "C", "H", "H", "H", "H", "C", "H", "C", "C", "H", "O", "P", "C", "N", "C", "C", "H", "H", "N", "H", "H", "C", "C", "H", "H", "H", "H", "O", "H", "H", "C", "H", "H", "C", "H", "Ti", "H", "H", "N", "H", "C", "C", "P", "H", "H", "C", "H", "H", "C", "C", "H", "C", "N", "H", "C", "H"], "coordinates": [[-4.50, -0.05, 2.65], [3.19, -3.58, 1.56], [-1.74, -1.77, -0.24], [1.82, 3.11, 2.54], [-3.06, -1.53, -2.48], [3.35, 4.43, 1.50], [-0.66, 0.11, -0.21], [4.89, -4.07, 0.12], [-1.24, 3.99, -0.81], [4.40, -4.25, 1.46], [-3.61, 0.31, -1.55], [2.20, 0.08, 1.25], [-1.09, 4.96, -1.80], [-4.58, -0.80, -2.98], [2.20, 1.60, -0.94], [0.10, -3.91, -4.11], [1.44, -2.30, -1.60], [2.16, -0.21, 0.19], [-1.99, 3.85, -0.07], [4.00, -2.90, -1.56], [-1.74, 5.83, -1.96], [-1.80, 0.11, 5.37], [-3.96, -1.05, -2.10], [2.47, 4.08, -0.52], [0.69, -3.24, -3.51], [0.10, 4.68, -2.52], [3.19, -0.29, -0.19], [-2.37, -0.64, 3.03], [0.32, 1.95, 0.55], [-2.84, -2.59, 0.38], [-0.15, 3.11, -0.86], [-4.78, -1.99, -1.18], [1.42, -2.08, -3.87], [0.89, 0.54, -1.42], [-4.32, 1.11, -1.78], [1.54, 3.09, 1.18], [-5.34, -2.71, -1.77], [2.37, -0.59, -2.50], [0.74, -3.38, -2.14], [3.96, -3.28, -0.54], [0.55, 5.27, -3.29], [1.53, 3.00, -2.19], [0.29, -4.16, -1.52], [1.57, -1.57, -4.82], [-2.87, 1.52, 2.85], [3.38, 4.04, 3.71], [-5.59, -1.43, -0.68], [1.42, 0.92, -0.55], [-2.58, 1.77, -0.50], [-1.74, -2.00, -1.32], [-2.64, 0.69, -0.77], [5.81, -4.47, -0.30], [-0.99, 0.82, 2.93], [1.19, 2.55, 3.23], [-4.78, -3.35, 0.52], [-3.35, 0.22, 2.83], [4.89, -4.82, 2.25], [-1.71, -0.20, -0.02], [1.88, -1.54, -2.68], [1.50, -1.94, 0.17], [-1.00, 1.77, 5.42], [-1.77, 0.03, 1.11], [2.93, 3.90, 2.76], [0.04, 0.37, 5.32], [4.21, 5.09, 1.33], [-0.94, 0.75, 4.99], [-4.09, -2.75, -0.09], [-0.73, -2.14, 0.11], [2.49, 3.92, 0.54], [2.88, -2.99, 0.31], [-2.58, -3.09, 1.33], [0.64, 3.51, -1.94], [2.52, -3.43, 2.39]]}

***

No. 5
{"formula": "C27H36AsCdGeN8O6S", "method": "ωB97M-V with the def2-TZVPD basis set", "lumo_ev": 1.68, "homo_ev": -3.6299, "total_energy_ev": -185544.18433, "charge": -1, "spin_multiplicity": 1, "orbital_gap_ev": 5.309, "species": ["S", "N", "H", "C", "H", "C", "Ge", "H", "C", "H", "N", "C", "H", "C", "N", "O", "C", "O", "H", "N", "C", "H", "C", "H", "C", "H", "H", "C", "H", "C", "H", "H", "C", "C", "H", "H", "H", "H", "C", "H", "H", "H", "C", "Cd", "C", "C", "C", "H", "C", "C", "C", "H", "N", "As", "N", "O", "H", "O", "N", "H", "H", "H", "H", "H", "C", "C", "N", "C", "C", "H", "C", "O", "H", "H", "C", "H", "H", "H", "H", "H", "O"], "coordinates": [[1.69, 3.89, 1.28], [-1.88, -2.35, 1.94], [-4.16, 5.35, 1.41], [-1.36, -1.20, 2.27], [-1.60, 6.06, -1.79], [0.34, -6.86, 0.51], [-3.56, 1.16, -2.55], [-4.30, -1.27, -2.06], [-1.83, 1.17, -1.81], [-4.80, -0.20, -0.75], [1.53, 0.95, -0.38], [2.46, 0.67, 0.50], [-5.69, 2.60, -2.93], [4.96, 0.49, 0.43], [4.24, -5.51, 1.79], [-1.99, 3.29, 0.96], [2.27, -5.38, 0.93], [0.77, 4.08, 0.06], [-4.45, 0.83, -4.96], [3.10, -6.22, 1.44], [4.01, -4.28, 1.46], [-1.17, -0.92, -0.87], [-4.70, -0.28, -1.84], [1.72, 1.24, -2.50], [6.21, -0.75, 2.21], [7.33, -1.92, 3.62], [-4.40, 4.71, -0.22], [-1.52, 5.00, -1.53], [0.50, -3.47, 0.26], [-1.10, 6.18, 1.39], [5.62, 0.53, -0.44], [-1.51, 6.09, 2.40], [-1.26, -1.18, 0.18], [-3.46, 0.89, -4.51], [-2.92, 1.72, -4.98], [-3.22, -3.74, -0.02], [-2.26, 4.42, -2.08], [-1.26, -0.89, 3.30], [0.08, -4.47, 0.24], [-4.98, 2.95, -1.34], [2.33, 0.64, 1.57], [-5.70, -0.22, -2.28], [2.19, 1.00, -1.57], [-0.26, 2.06, 0.37], [-1.81, -5.92, -0.01], [-4.75, 2.76, -2.39], [5.21, -0.75, 1.24], [6.08, -4.02, 3.14], [4.52, -1.92, 0.98], [-1.28, -4.64, -0.02], [6.54, -1.93, 2.87], [-0.02, 6.02, 1.43], [3.47, 0.76, -1.45], [-1.96, 4.83, 0.33], [-1.85, -2.31, 0.59], [2.97, 3.36, 0.82], [-3.93, 6.41, 0.00], [1.79, 5.14, 2.01], [-0.95, -0.43, 1.22], [3.72, -1.92, 0.26], [-4.27, 3.65, -2.81], [-1.20, 2.00, -2.16], [0.97, -7.70, 0.74], [5.16, 1.39, 1.03], [0.88, -5.57, 0.52], [5.86, -3.10, 2.61], [3.63, 0.57, -0.12], [4.82, -3.09, 1.68], [-3.81, 5.40, 0.38], [-2.87, -6.07, -0.19], [-1.00, -7.02, 0.23], [0.96, 2.84, 2.09], [-0.52, 4.64, -1.72], [-2.15, -3.09, -1.26], [-2.19, -3.45, -0.23], [-2.92, -0.03, -4.73], [-1.36, 7.14, 0.97], [-1.43, -8.02, 0.22], [-1.84, 1.12, -0.71], [6.74, 0.16, 2.43], [2.79, -4.12, 0.90]]}

***

No. 6
{"formula": "C27H36BiN6OP", "method": "ωB97M-V with the def2-TZVPD basis set", "lumo_ev": -5.55, "homo_ev": -12.4563, "total_energy_ev": -54688.17760, "charge": 2, "spin_multiplicity": 1, "orbital_gap_ev": 6.904, "species": ["H", "H", "C", "H", "N", "C", "H", "H", "H", "Bi", "H", "H", "C", "H", "H", "N", "C", "H", "H", "H", "H", "C", "H", "C", "C", "H", "C", "H", "C", "N", "H", "C", "C", "C", "H", "H", "C", "C", "C", "C", "C", "P", "N", "N", "H", "H", "H", "C", "H", "H", "H", "O", "C", "C", "H", "H", "H", "H", "N", "C", "H", "C", "H", "C", "H", "C", "H", "H", "C", "C", "H", "C"], "coordinates": [[0.80, -7.71, 1.17], [2.70, -0.67, 4.24], [-2.90, 0.94, 1.85], [-0.03, 4.66, -1.13], [0.65, -2.63, -0.13], [1.46, -3.08, -1.10], [-3.52, 1.79, 2.09], [4.18, 2.56, -2.44], [2.49, 6.23, -2.60], [0.19, -0.24, -0.14], [1.60, 1.26, 3.72], [3.03, -12.08, 0.06], [2.99, -11.04, -0.24], [-0.59, -1.15, 2.38], [4.43, -11.33, -1.82], [2.09, 4.68, -1.21], [1.87, -4.39, -1.20], [1.79, -2.35, -1.83], [2.45, -2.40, 4.25], [2.53, -4.72, -1.99], [0.11, -5.53, 1.46], [-3.35, -0.23, 1.10], [0.76, 4.85, 0.45], [2.58, 6.02, -1.53], [3.79, -9.30, -1.75], [5.28, 1.09, 0.25], [3.82, -0.49, -0.15], [3.83, -1.56, -0.33], [0.18, -3.53, 0.75], [1.48, -7.73, 0.43], [5.93, -0.34, -0.56], [-2.35, -1.12, 1.01], [-1.14, -0.53, 1.67], [2.84, -1.61, 2.28], [3.46, 0.00, -1.07], [3.90, 0.99, 2.69], [2.16, -8.85, 0.00], [0.84, 4.38, -0.52], [2.95, -8.41, -1.07], [1.94, 1.93, 2.92], [1.88, -6.70, -0.38], [2.57, -0.21, 1.15], [3.85, 3.46, -2.13], [2.75, -7.06, -1.28], [3.41, 2.00, 1.33], [3.93, -1.71, 2.34], [1.54, -10.52, 1.26], [2.16, -10.18, 0.44], [1.98, 6.75, -0.99], [3.61, 6.13, -1.21], [4.25, 4.27, -2.56], [0.08, 2.17, 0.12], [-1.61, 0.78, 2.19], [1.41, -5.32, -0.26], [-0.49, -3.17, 1.52], [-1.00, 1.45, 2.77], [2.48, -2.51, 1.78], [5.57, -0.40, 1.16], [2.05, 2.42, -1.03], [3.04, 1.29, 2.07], [-2.39, -2.09, 0.54], [5.23, 0.00, 0.20], [1.17, -1.34, 3.67], [3.80, -10.61, -1.32], [-4.35, -0.35, 0.70], [0.94, 2.87, -0.44], [1.07, 2.19, 2.32], [4.39, -8.97, -2.58], [2.69, 3.53, -1.48], [0.53, -4.87, 0.72], [2.32, 2.83, 3.39], [2.25, -1.49, 3.69]]}